Computed, not measured: the molecule C5H8O, with ωB97M-V with the def2-TZVPD basis set.

```
14
Properties=species:S:1:pos:R:3:forces:R:3:mulliken_charge:R:1
C 0.37587 1.05954 1.12617 0.039 0.143 0.151 -0.38
C 0.31112 -0.49027 1.05601 0.015 -0.136 0.041 -0.75
C -0.00420 -0.36938 -0.43303 -0.124 0.064 0.097 0.85
C -0.01780 1.15818 -0.37411 -0.023 0.051 -0.103 -0.73
C -0.68164 -1.30297 -1.32694 -0.309 -0.076 -0.021 -0.50
O 0.72377 -1.08443 -1.40761 0.248 -0.044 -0.108 -0.51
H 1.37402 1.44634 1.34685 -0.160 -0.044 -0.032 0.24
H -0.33537 1.51801 1.81772 0.108 -0.070 -0.108 0.27
H 1.25152 -1.01309 1.25433 -0.123 0.099 -0.026 0.27
H -0.48140 -0.95058 1.65616 0.118 0.097 -0.123 0.26
H 0.72057 1.63193 -1.02891 -0.100 -0.110 0.116 0.27
H -0.99663 1.61234 -0.56135 0.150 -0.104 0.028 0.25
H -0.98067 -2.28202 -0.95028 0.067 0.139 -0.054 0.23
H -1.25915 -0.93360 -2.17501 0.094 -0.008 0.143 0.23
```
Forces are in eV/Å.

As for the structure (SMILES): C1CC2(C1)CO2. The calculation puts the energy relative to the best compared isomer or geometry (same formula, charge and spin) at 46.7 kcal per mole.